Entry from the Open Molecules 2025 dataset: a 2-piece molecular cluster, C4H9N2O overall at a distorted geometry (ωB97M-V/def2-TZVPD).

Last column: Löwdin charge in e.
Element x y z (Å)
H1 1.663 -1.939 2.304  0.091
N1 -0.333 0.596 -1.003  0.097
N2 1.937 -2.453 1.440  0.139
H2 2.098 -2.265 -0.597  0.126
O1 2.041 -0.337 0.315  -0.094
H3 -1.931 -0.965 -0.810  0.151
H4 0.788 0.540 -0.730  0.207
H5 -2.407 2.344 1.191  0.090
H6 -0.694 -1.104 0.467  0.138
H7 -0.657 0.611 -2.077  0.244
C1 2.013 -1.774 0.380  -0.299
C2 -1.191 -0.354 -0.223  -0.026
C3 -1.293 1.071 -0.012  -0.252
H8 -1.198 3.110 0.092  0.090
C4 -1.611 2.215 0.496  0.154
H9 3.000 -0.059 0.380  0.144

The calculation puts the molecular weight at 101.13 g/mol. Its multiplicity is 1. The relative energy (zero: lowest compared OMol25 entry of this formula, charge and spin) is 104.11 kcal/mol. Its total charge is +1. The value obtained for the HOMO energy is -14.299 eV.